(1)
76
Properties=species:S:1:pos:R:3:forces:R:3 method="wB97M-V/def2-TZVPD" orbital_gap_ev="7.984 / 3.850" s2=2.006 multiplicity=3 homo_ev="-8.72 / -8.72" total_charge=0
Ti 0.24499 0.08282 5.85497 0.03 3.34 3.75
C -0.59353 1.84363 4.60692 -0.95 -0.27 -0.63
C -0.82749 0.61692 4.00449 -0.82 0.95 -0.38
C -0.75811 0.31827 2.50875 0.07 -0.66 -0.20
C 0.51873 -0.31982 1.91140 -0.50 0.43 -0.77
C 1.81791 0.41092 2.07594 0.24 0.03 0.66
C 2.00814 1.59714 2.67374 0.51 -0.41 0.22
C 1.06407 2.76695 2.76922 -0.82 0.60 0.56
C 0.17928 3.00057 4.04546 0.52 0.07 -0.14
C 0.88425 -1.77965 5.28914 1.94 -5.32 -1.40
H -1.24439 2.13405 5.45239 0.51 -0.42 0.07
H -1.51830 -0.04863 4.57755 -0.10 0.47 -0.48
H -1.05543 1.18823 1.89712 0.17 -0.20 0.66
H -1.55185 -0.43187 2.35885 0.15 0.29 -0.14
H 0.61375 -1.33470 2.33764 0.20 0.32 -0.30
H 0.33791 -0.43363 0.82583 -0.11 -0.33 0.31
H 2.70165 -0.15194 1.72682 -0.35 0.07 0.79
H 3.00193 1.77138 3.11456 -0.22 0.20 -0.79
H 0.39326 2.81553 1.89500 0.41 -0.19 0.24
H 1.70320 3.66506 2.71001 -0.29 -0.31 -0.13
H 0.78363 3.43504 4.86412 -0.15 -0.31 -0.29
H -0.55628 3.79910 3.81394 0.26 -0.39 0.05
H 0.72267 -2.35650 6.22527 -0.43 1.01 0.00
H 1.97054 -1.70390 5.08328 -0.60 0.83 0.06
H 0.36162 -2.25287 4.44613 -0.15 0.63 0.20
P 1.39546 -1.05295 -2.76346 1.85 -0.26 -2.35
P -1.68712 -0.77608 -2.44241 -1.82 1.13 -1.42
N 2.84860 -0.10446 -2.82185 0.41 0.86 0.63
N 2.04131 -2.37111 -3.79397 -0.51 -0.72 0.29
N -1.83304 0.95505 -2.23256 0.56 0.85 0.55
N -3.36256 -1.05306 -2.92994 -0.30 -0.94 -0.10
C 0.46352 -0.17265 -4.13198 -0.02 -0.06 0.41
C -0.97302 -0.71865 -4.16884 0.31 -0.19 0.09
C 3.47388 0.37509 -1.65920 0.36 0.34 -0.98
C 4.53254 1.18577 -2.03303 -0.68 -0.54 -0.13
C 4.57255 1.20727 -3.46814 -0.98 -0.63 0.13
C 3.52612 0.42095 -3.92562 0.46 0.41 0.91
C 2.25302 -3.66243 -3.28885 0.40 0.16 -1.11
C 2.82663 -4.44556 -4.28417 -0.45 0.86 0.37
C 2.95326 -3.62514 -5.45477 -0.55 0.96 0.93
C 2.47020 -2.36093 -5.12540 0.07 -1.08 0.30
C -1.65758 1.57901 -0.98875 -0.29 0.75 -0.70
C -1.81242 2.95385 -1.14034 0.12 -1.08 -0.22
C -2.06579 3.19827 -2.53222 0.09 -1.15 -0.13
C -2.06561 1.96195 -3.17316 0.12 0.69 0.80
C -4.19323 -0.34868 -3.81185 -0.49 -1.06 0.25
C -5.31652 -1.12285 -4.07960 1.25 0.07 0.60
C -5.16122 -2.36440 -3.36977 0.73 0.48 0.19
C -3.95988 -2.30364 -2.68341 -0.51 0.83 -0.60
H 0.95617 -0.29294 -5.11036 -0.20 0.07 0.51
H 0.48053 0.90260 -3.87857 -0.10 -0.38 -0.03
H -1.58649 -0.12599 -4.86130 0.01 -0.27 0.32
H -0.98900 -1.76114 -4.53598 0.04 0.32 0.13
H 3.08837 0.09028 -0.68848 0.11 0.10 -0.15
H 5.19677 1.71522 -1.36489 -0.07 -0.12 -0.05
H 5.26933 1.74042 -4.09810 -0.04 -0.05 0.10
H 3.21477 0.19346 -4.93319 0.13 0.10 0.21
H 1.96831 -3.89721 -2.27205 0.10 0.02 -0.13
H 3.12053 -5.48180 -4.19148 -0.09 0.13 0.03
H 3.33699 -3.91095 -6.42274 0.01 0.01 0.11
H 2.39360 -1.47642 -5.74126 0.04 -0.29 0.10
H -1.45104 0.97554 -0.11414 -0.08 0.11 -0.19
H -1.74747 3.69405 -0.34757 -0.01 -0.23 -0.24
H -2.22328 4.16139 -3.01340 0.04 -0.36 0.17
H -2.21851 1.72614 -4.21714 0.11 0.15 0.24
H -3.93322 0.63564 -4.16420 -0.12 -0.13 0.12
H -6.14056 -0.83326 -4.71307 0.04 -0.01 0.06
H -5.85665 -3.19159 -3.36766 0.11 0.08 0.04
H -3.46064 -3.01528 -2.03831 -0.15 0.09 -0.08
F -2.82912 0.72603 10.61847 0.33 -0.10 -0.45
Te -1.63196 0.48049 9.08813 -0.78 0.05 1.29
F -2.56196 1.88723 8.04728 0.01 -0.28 -0.06
F 1.82943 0.96703 5.98011 -0.40 -0.39 -0.06
F -0.88299 -1.20626 9.79373 -0.23 0.21 -0.21
F -3.03094 -0.63922 8.49531 0.53 0.38 -0.06
O -0.78222 -0.05018 7.28564 1.03 -0.29 -2.36

---

(2)
99
Properties=species:S:1:pos:R:3:forces:R:3 method="wB97M-V/def2-TZVPD" orbital_gap_ev="6.789 / 6.790" s2=0.783 multiplicity=2 homo_ev="-5.12 / -5.08" total_charge=-1
Fe -0.21159 -1.08850 1.33574 -0.61 -0.33 0.87
C -3.51934 -2.67206 -0.91618 -0.04 -0.01 0.03
C -3.55555 -3.97437 -0.42918 0.00 -0.01 -0.01
C -2.97358 -4.24878 0.78651 -0.05 0.04 0.00
C -2.31670 -3.23129 1.48495 -0.10 0.10 0.17
N -2.17557 -2.00048 0.94946 0.45 -0.02 -0.30
C -2.80756 -1.73591 -0.20006 -0.06 0.09 0.06
N -1.92595 -3.53843 2.78318 0.04 -0.02 -0.07
C -1.32255 -2.66374 3.49781 -0.04 -0.03 -0.03
N -0.80939 -1.45837 3.09840 0.22 0.00 -0.15
C -0.46762 -0.71051 4.18382 -0.03 0.03 0.05
N -0.12119 0.52735 4.21043 0.17 -0.06 -0.01
C -0.24297 1.30629 3.07313 -0.15 0.02 -0.03
C 0.00544 2.67300 3.25202 -0.07 -0.03 0.01
C -0.27697 3.56310 2.24577 0.00 0.00 0.00
C -0.85215 3.08496 1.07465 0.00 0.04 0.02
C -1.01332 1.72694 0.93568 -0.06 -0.06 0.05
N -0.66818 0.83472 1.87890 0.25 0.06 -0.05
C -0.66068 -1.53981 5.39404 -0.01 -0.01 0.01
C -0.46210 -1.26733 6.73150 0.03 -0.03 -0.02
C -0.78072 -2.27098 7.63998 0.00 -0.01 0.01
C -1.30014 -3.49218 7.21238 -0.01 0.01 0.01
C -1.51658 -3.74772 5.86255 0.04 0.00 -0.01
C -1.17483 -2.75381 4.96815 -0.05 0.00 0.02
H -3.98788 -2.39182 -1.84921 0.01 0.00 0.00
H -4.04607 -4.76073 -0.98931 -0.01 0.00 0.00
H -2.99975 -5.22904 1.23861 -0.01 0.00 0.01
H -2.70689 -0.72664 -0.56649 0.08 0.00 -0.06
H 0.40195 2.97984 4.20881 -0.01 0.00 0.00
H -0.07041 4.61874 2.37207 -0.01 0.00 0.01
H -1.12756 3.73579 0.25753 0.05 -0.02 0.03
H -1.40743 1.31880 0.02042 0.07 -0.01 -0.03
H -0.06178 -0.31321 7.04728 -0.01 0.01 0.00
H -0.62676 -2.10373 8.69892 0.00 0.00 0.00
H -1.54264 -4.25037 7.94659 0.01 0.00 0.00
H -1.92539 -4.68701 5.51495 -0.01 0.00 0.00
C -2.36298 2.70008 -4.18750 0.01 0.00 0.01
C -2.54388 2.33223 -2.71744 0.06 0.04 -0.06
C -3.61832 1.26079 -2.55601 0.02 -0.03 0.00
C -2.91841 3.57095 -1.91172 -0.04 0.00 -0.01
O -1.30385 1.88102 -2.17257 -0.11 -0.07 0.07
Si -0.30636 0.60861 -2.51798 0.11 0.14 0.09
S 0.01143 -0.70165 -0.94907 0.27 -0.29 -0.13
O 1.09185 1.15776 -3.16260 -0.20 0.09 -0.18
C 1.95760 2.27749 -2.97917 0.12 -0.02 0.07
C 1.84176 3.14398 -4.22903 -0.01 -0.04 -0.01
C 1.59039 3.08033 -1.73783 -0.07 -0.04 -0.05
C 3.36216 1.70326 -2.83708 0.00 0.00 0.05
O -1.05635 -0.21130 -3.73168 -0.01 -0.02 -0.01
C -0.56170 -1.16104 -4.68349 0.00 0.02 0.00
C -1.76125 -2.02142 -5.06135 0.00 -0.01 0.00
C 0.54554 -2.02908 -4.09865 0.01 0.00 0.01
C -0.05063 -0.38775 -5.89599 0.00 0.00 0.01
H -3.29824 3.08426 -4.60088 0.00 0.00 0.00
H -2.05363 1.82621 -4.75909 -0.01 -0.01 -0.01
H -1.59708 3.47170 -4.28667 0.00 -0.01 0.00
H -4.55439 1.58950 -3.01289 0.00 0.01 0.01
H -3.80526 1.07179 -1.49697 0.01 -0.01 0.02
H -3.29938 0.33456 -3.03418 -0.01 0.01 0.00
H -3.86743 3.98444 -2.25930 0.00 0.00 0.00
H -2.14480 4.33415 -2.01666 0.00 0.00 0.00
H -3.01601 3.31663 -0.85483 -0.03 0.00 -0.04
H 0.82411 3.52780 -4.32284 0.00 0.01 -0.01
H 2.07189 2.55538 -5.11890 0.01 0.00 -0.01
H 2.53157 3.98947 -4.17857 0.00 0.00 0.01
H 0.59469 3.51229 -1.84451 -0.01 0.02 0.00
H 2.31044 3.89034 -1.59790 0.01 0.00 0.01
H 1.60990 2.44384 -0.85253 -0.01 0.10 -0.09
H 3.61440 1.11296 -3.72003 0.01 0.00 -0.02
H 3.40345 1.05212 -1.96266 0.01 0.01 -0.04
H 4.09862 2.50264 -2.72427 0.00 0.01 -0.01
H -2.09453 -2.59286 -4.19339 -0.01 0.01 0.00
H -1.50083 -2.71875 -5.86012 0.00 -0.01 0.01
H -2.58303 -1.38770 -5.40163 0.01 0.00 -0.01
H 0.19889 -2.55959 -3.21262 -0.01 -0.01 0.00
H 1.40525 -1.42268 -3.80897 0.00 0.00 -0.01
H 0.86978 -2.75791 -4.84505 0.00 0.00 0.00
H -0.85241 0.21817 -6.32440 0.00 0.00 0.00
H 0.31547 -1.07453 -6.66234 0.00 0.00 0.00
H 0.76237 0.27225 -5.59367 0.00 0.00 0.00
S 1.18990 -5.46147 0.35397 0.02 -0.04 0.00
C 0.73685 -3.94416 0.70366 -0.08 0.06 -0.04
N 0.37507 -2.86214 0.94403 0.04 -0.06 0.15
O 1.91775 -1.96378 3.98990 -0.07 0.11 0.01
C 2.32255 -1.14431 3.18629 -0.05 -0.52 -0.04
N 1.70865 -0.76887 2.02276 -0.22 0.82 -0.70
S 2.65947 0.22689 1.10900 0.03 0.06 0.31
O 3.16054 -0.41949 -0.06719 0.10 0.00 0.02
O 2.05298 1.52721 0.96062 0.05 -0.12 0.06
C 3.95308 0.36139 2.30497 -0.04 0.04 0.06
C 5.09749 1.13407 2.27463 0.01 -0.04 -0.04
C 5.92461 1.08302 3.38887 0.00 0.01 0.00
C 5.60400 0.28154 4.48452 0.00 -0.01 0.00
C 4.44908 -0.48815 4.49044 0.03 -0.01 -0.02
C 3.62692 -0.42845 3.37932 0.01 0.00 -0.01
H 5.33499 1.75258 1.41920 0.00 0.01 0.00
H 6.83029 1.67613 3.40956 0.00 0.00 0.00
H 6.26737 0.26354 5.34013 0.00 0.00 0.00
H 4.17801 -1.11899 5.32659 -0.01 0.00 0.00

---

(3)
58
Properties=species:S:1:pos:R:3:forces:R:3 method="wB97M-V/def2-TZVPD" orbital_gap_ev=10.504 smiles="CCCCNBCC(=O)Br.C[N+](=O)[O-].C[N+](=O)[O-].C[N+](=O)[O-].C[N+](=O)[O-].C[N+](=O)[O-]" multiplicity=1 homo_ev=-10.41 total_charge=0
C 6.54959 -0.25516 -0.62740 -0.08 0.04 0.04
C 6.00930 -0.35007 -2.06278 -0.20 -0.13 0.14
C 4.47288 -0.52354 -2.13725 0.26 -0.21 -0.18
C 3.69306 0.73209 -2.57786 0.09 0.42 -0.02
N 2.73626 1.24841 -1.59396 0.21 -1.01 0.28
B 1.55965 0.59047 -1.23989 -0.17 0.48 0.06
C 0.94425 -0.60297 -2.10167 -0.02 -0.34 -0.13
C 0.47347 -1.67773 -1.18509 0.46 -0.82 0.10
O 1.00692 -2.72640 -0.98072 -0.40 0.70 -0.07
Br -1.17305 -1.25171 -0.20315 -0.09 0.03 -0.03
H 7.41482 0.40410 -0.55268 0.04 -0.08 -0.06
H 5.79544 0.12494 0.06700 0.04 0.03 -0.06
H 6.85189 -1.23808 -0.25859 -0.05 0.07 0.04
H 6.29904 0.53761 -2.63005 0.00 -0.08 -0.05
H 6.46812 -1.21236 -2.55202 0.12 0.18 -0.06
H 4.11506 -0.85927 -1.16124 -0.11 0.06 -0.02
H 4.24945 -1.33374 -2.83856 -0.05 0.04 0.06
H 4.40645 1.52900 -2.80603 -0.08 -0.02 0.00
H 3.15532 0.54380 -3.50924 -0.01 -0.01 0.10
H 3.17474 1.76359 -0.84432 -0.09 0.33 -0.17
H 0.99389 0.93298 -0.25027 0.03 0.01 -0.02
H 1.66092 -1.09035 -2.76547 0.03 0.12 -0.03
H 0.08934 -0.26843 -2.69602 0.02 0.19 0.12
C 3.70079 -3.21617 0.69891 -0.10 0.09 0.00
N 4.85659 -2.90250 1.58280 -0.03 0.00 -0.08
O 4.91924 -1.79019 2.06050 -0.01 0.09 0.04
O 5.66809 -3.78589 1.75723 0.07 -0.07 0.01
H 3.06728 -2.34076 0.63914 0.01 0.00 0.02
H 4.10000 -3.48828 -0.27332 0.01 -0.04 0.00
H 3.17154 -4.05654 1.13627 0.03 -0.04 -0.01
C -2.78178 1.79466 2.51679 -0.12 -0.02 -0.17
N -1.36382 2.06330 2.15961 -0.05 -0.02 -0.03
O -1.10899 2.30509 0.99684 0.00 0.05 -0.10
O -0.54862 2.02542 3.05492 0.05 -0.01 0.06
H -3.37678 1.85955 1.61647 0.01 0.00 -0.02
H -2.83029 0.80162 2.95209 0.05 0.03 0.11
H -3.08833 2.54035 3.24195 0.09 -0.07 0.08
C -4.90014 1.92022 -1.87087 0.00 -0.10 -0.04
N -5.13942 1.93560 -0.40128 0.01 -0.01 -0.09
O -5.35829 0.87857 0.15076 0.02 -0.06 0.05
O -5.08885 3.01357 0.15403 0.00 0.06 0.02
H -4.97076 0.89620 -2.21661 0.00 -0.02 0.02
H -5.65496 2.55355 -2.32629 0.02 0.05 0.01
H -3.90904 2.33187 -2.03547 -0.01 0.05 0.01
C -3.27718 -3.98329 -2.06897 0.01 -0.12 0.04
N -3.70561 -3.55582 -3.42884 0.02 -0.01 0.06
O -4.04447 -4.41070 -4.21600 -0.02 -0.07 -0.05
O -3.68269 -2.36394 -3.65707 0.00 0.12 -0.01
H -3.34766 -5.06220 -2.00857 -0.02 -0.01 -0.05
H -2.25760 -3.63829 -1.92831 -0.02 0.05 0.04
H -3.93625 -3.49745 -1.35634 0.04 0.06 0.01
C -5.26121 4.37941 5.87527 -0.09 0.03 0.03
N -5.02825 2.91952 5.70091 0.02 0.03 0.01
O -5.96328 2.17019 5.86150 -0.09 -0.05 0.02
O -3.89987 2.57916 5.40634 0.03 0.02 0.01
H -6.30181 4.52822 6.13492 -0.01 -0.02 0.00
H -4.59582 4.71880 6.66277 0.04 0.01 -0.03
H -5.00854 4.85995 4.93517 0.05 0.00 0.00

---

What did we get for M? Answer: 764.01 873.94 511.09 Da, in the order shown.